(1)
C32H48BF7IrN6O5P2S3 | ωB97M-V/def2-TZVPD

Each line ends with the Mulliken spin population.
Geometry (Å):
Ir  0.478  0.827  0.361  0.48
F  -1.651  4.883  -2.262  0.01
C  -1.871  5.433  -1.065  0.01
F  -1.394  6.690  -1.105  0.00
F  -3.210  5.537  -0.917  0.00
C  -1.269  4.660  0.074  -0.04
C  -1.123  5.301  1.289  0.00
C  -0.653  4.608  2.396  0.00
C  -0.324  3.281  2.247  0.00
N  -0.441  2.660  1.068  -0.01
C  -0.900  3.314  -0.014  0.02
S  -0.906  2.230  -1.342  0.45
H  -1.386  6.348  1.369  0.00
H  -0.540  5.090  3.356  0.00
H  0.014  2.675  3.075  0.00
F  -0.234  -2.216  2.468  0.00
B  -1.220  -1.238  2.711  0.02
F  -0.672  0.006  2.152  0.00
F  -1.432  -1.031  4.049  0.00
F  -2.388  -1.561  2.042  0.00
C  1.465  -0.303  5.117  0.00
C  2.931  0.076  5.118  0.00
C  3.177  1.544  5.402  0.00
O  3.535  -0.373  3.865  0.01
P  3.776  0.381  2.494  0.02
S  5.202  1.660  2.469  -0.01
S  2.027  1.413  1.995  0.00
O  4.041  -0.859  1.520  0.00
C  4.311  -2.272  1.831  0.00
C  3.110  -3.006  2.393  0.00
C  5.542  -2.392  2.713  0.00
H  1.022  -0.061  6.084  0.00
H  1.331  -1.369  4.939  0.00
H  0.923  0.235  4.340  0.00
H  3.465  -0.520  5.860  0.00
H  2.652  2.181  4.689  0.00
H  4.238  1.783  5.354  0.00
H  2.809  1.765  6.404  0.00
H  4.556  -2.662  0.842  0.00
H  2.652  -2.449  3.206  0.00
H  3.435  -3.971  2.784  0.00
H  2.353  -3.203  1.636  0.00
H  5.299  -2.223  3.760  0.00
H  6.305  -1.677  2.407  0.00
H  5.948  -3.398  2.606  0.00
O  -0.961  -0.584  -0.643  0.02
P  -2.179  -1.155  -1.313  0.00
N  -3.593  -0.774  -0.581  0.00
C  -4.554  -1.753  -0.041  0.00
C  -5.398  -0.944  0.950  0.00
C  -5.222  0.502  0.485  0.00
C  -3.755  0.530  0.090  -0.01
N  -2.364  -0.653  -2.877  0.00
C  -3.288  0.381  -3.341  0.00
C  -3.164  0.301  -4.872  0.00
C  -1.796  -0.373  -5.135  0.00
C  -1.185  -0.576  -3.746  0.00
N  -1.987  -2.773  -1.470  0.00
C  -2.891  -3.594  -2.297  0.00
C  -3.132  -4.834  -1.445  0.00
C  -1.775  -5.023  -0.767  0.00
C  -1.362  -3.596  -0.410  0.00
H  -4.047  -2.578  0.458  0.00
H  -5.171  -2.156  -0.850  0.00
H  -4.988  -1.058  1.953  0.00
H  -6.437  -1.269  0.956  0.00
H  -5.462  1.235  1.255  0.00
H  -5.846  0.697  -0.391  0.00
H  -3.116  0.583  0.976  0.00
H  -3.489  1.346  -0.581  0.01
H  -2.984  1.374  -2.991  0.01
H  -4.295  0.181  -2.979  0.00
H  -3.225  1.293  -5.317  0.00
H  -3.971  -0.302  -5.288  0.00
H  -1.150  0.234  -5.768  0.00
H  -1.936  -1.336  -5.626  0.00
H  -0.556  0.280  -3.470  0.00
H  -0.580  -1.477  -3.653  0.00
H  -2.388  -3.866  -3.231  0.00
H  -3.799  -3.050  -2.555  0.00
H  -3.443  -5.693  -2.038  0.00
H  -3.899  -4.631  -0.696  0.00
H  -1.069  -5.456  -1.479  0.00
H  -1.815  -5.665  0.112  0.00
H  -0.278  -3.467  -0.417  0.00
H  -1.728  -3.310  0.576  0.00
O  2.024  3.456  -0.498  0.01
C  2.300  2.532  -1.213  0.00
N  1.751  1.232  -1.119  0.01
C  2.271  0.419  -2.103  0.00
O  2.007  -0.754  -2.307  0.00
C  3.222  1.247  -2.903  0.00
C  3.990  0.901  -3.993  0.00
C  4.801  1.895  -4.536  0.00
C  4.831  3.176  -3.990  0.00
C  4.047  3.508  -2.888  0.00
C  3.247  2.516  -2.366  0.00
H  3.960  -0.099  -4.404  0.00
H  5.421  1.669  -5.393  0.00
H  5.474  3.926  -4.433  0.00
H  4.065  4.498  -2.452  0.00
N  1.376  -0.998  0.329  0.01
H  0.814  -1.596  0.938  0.00
H  2.343  -0.976  0.649  0.01
H  1.352  -1.336  -0.640  -0.01

## Properties
F_max: 2.01 eV/Å
HOMO energy (alpha / beta): -7.98 / -7.95 eV
multiplicity: 2
<S²>: 0.770

---

(2)
C4H5NO2 | ωB97M-V/def2-TZVPD

Each line ends with the Löwdin charge.
Geometry (Å):
C  -1.167  -1.059  -2.304  -0.17
C  0.540  0.556  1.010  -0.41
C  1.843  0.769  1.219  0.11
O  0.017  0.440  -0.237  0.01
O  -0.232  -1.759  -2.026  0.01
C  -0.374  0.423  2.097  -0.17
N  -1.130  0.340  2.955  0.17
H  -0.955  0.163  -0.252  0.13
H  -2.193  -1.269  -1.952  0.09
H  -1.101  -0.302  -3.107  0.09
H  2.514  0.852  0.383  0.08
H  2.239  0.846  2.214  0.07

## Properties
SMILES: C=C(O)C#N.C=O
F_max: 2.31 eV/Å
HOMO energy: -9.78 eV
multiplicity: 1

---

(3)
C8H6NO5Sc | ωB97M-V/def2-TZVPD

Each line ends with the Löwdin charge.
Geometry (Å):
O  -0.708  1.999  -2.826  -0.17
C  -0.439  0.686  -3.193  -0.34
Sc  -0.450  1.709  -0.876  1.21
C  -1.978  2.124  0.904  0.08
O  -2.663  2.281  1.818  0.22
C  -1.369  -0.298  -2.626  -0.29
O  -1.486  -1.486  -2.839  0.26
C  1.035  0.488  -2.611  -0.06
O  2.060  0.344  -3.168  0.26
C  -2.299  0.322  -1.450  -0.10
O  -3.439  0.036  -1.252  0.25
H  -0.578  0.337  -4.260  0.23
C  1.663  -0.778  3.455  -0.05
C  1.385  -1.448  2.099  -0.16
C  0.725  -0.572  1.163  -0.04
N  0.263  0.186  0.411  0.11
H  2.369  0.048  3.337  0.09
H  2.090  -1.490  4.162  0.10
H  0.744  -0.377  3.892  0.09
H  2.326  -1.777  1.636  0.16
H  0.750  -2.335  2.227  0.15

## Properties
F_max: 5.59 eV/Å
net charge: +2
HOMO energy (alpha / beta): -17.42 / -17.20 eV
multiplicity: 1

---

(4)
C6H8O4 | ωB97M-V/def2-TZVPD

Each line ends with the Löwdin charge.
Geometry (Å):
C  -0.389  0.852  -0.333  -0.27
C  -1.016  1.453  0.878  -0.02
C  -1.140  -0.075  -1.214  -0.03
C  0.636  -1.343  0.764  -0.50
C  0.925  1.153  -0.608  -0.22
C  1.835  -0.504  0.000  -0.27
O  0.329  -2.451  0.088  0.11
O  0.238  -1.104  1.874  0.09
O  1.676  1.987  -0.979  0.18
O  2.319  -0.969  -1.031  0.04
H  -0.271  -3.011  0.609  0.14
H  2.413  -0.090  0.847  0.15
H  -1.634  0.735  1.417  0.09
H  -0.275  1.869  1.558  0.10
H  -1.644  2.290  0.558  0.10
H  -1.660  0.508  -1.981  0.10
H  -0.432  -0.692  -1.791  0.11
H  -1.909  -0.609  -0.658  0.10

## Properties
F_max: 4.00 eV/Å
HOMO energy (alpha / beta): -8.66 / -8.66 eV
multiplicity: 1

---

(5)
C46H50N7O2S2Ta | ωB97M-V/def2-TZVPD

Each line ends with the Löwdin charge.
Geometry (Å):
Ta  13.668  13.683  8.553  1.68
C  7.996  10.757  9.091  -0.08
C  8.942  10.604  10.294  -0.17
C  10.395  10.910  9.926  -0.13
C  11.362  9.985  9.611  -0.12
C  11.255  8.459  9.729  -0.20
C  11.633  7.928  11.080  -0.10
C  12.574  10.701  9.448  -0.21
C  13.890  10.101  9.295  0.03
C  15.036  10.805  9.341  -0.27
C  16.382  10.225  9.451  -0.11
C  16.565  8.735  9.353  -0.17
C  16.265  7.991  10.668  -0.08
C  17.251  11.241  9.484  -0.14
C  16.459  12.471  9.499  -0.23
C  17.099  13.705  9.745  0.03
C  16.360  14.849  9.958  -0.26
N  15.023  14.937  9.775  0.00
C  14.763  16.253  10.095  -0.22
C  13.572  16.911  10.098  0.08
C  12.333  16.245  10.089  -0.25
N  12.228  14.917  9.999  0.03
C  10.897  14.629  9.986  -0.27
C  10.306  13.358  9.952  0.06
C  10.956  12.166  9.788  -0.26
N  12.318  12.069  9.419  -0.03
C  10.204  15.803  10.318  -0.14
C  11.104  16.818  10.313  -0.15
C  10.871  18.256  10.637  -0.15
C  11.219  18.663  12.114  -0.05
C  8.735  15.924  10.608  -0.18
C  7.950  15.852  9.272  -0.07
C  15.965  16.980  10.456  -0.12
C  17.018  16.123  10.288  -0.09
C  18.479  16.353  10.653  -0.19
C  18.803  15.813  12.027  -0.10
C  15.989  18.310  11.065  -0.22
C  16.097  19.481  10.131  -0.09
N  15.154  12.210  9.304  -0.06
C  18.711  11.228  9.659  -0.20
C  19.623  11.759  8.524  -0.07
H  6.906  10.778  9.328  0.09
H  8.149  9.917  8.365  0.09
H  8.250  11.676  8.581  0.05
H  8.856  9.644  10.745  0.09
H  8.591  11.336  11.034  0.11
H  11.936  8.053  8.932  0.12
H  10.220  8.152  9.429  0.12
H  12.564  8.351  11.469  0.06
H  11.679  6.851  11.055  0.07
H  10.933  8.365  11.845  0.09
H  13.883  8.998  9.374  0.12
H  17.520  8.445  8.943  0.10
H  15.852  8.402  8.577  0.12
H  16.925  8.298  11.412  0.04
H  16.355  6.910  10.658  0.07
H  15.247  8.289  11.099  0.09
H  18.164  13.741  9.929  0.10
H  13.701  17.938  10.278  0.09
H  9.259  13.285  10.144  0.11
H  9.858  18.506  10.310  0.11
H  11.574  18.782  9.944  0.12
H  10.642  18.069  12.772  0.06
H  11.088  19.725  12.216  0.07
H  12.237  18.466  12.328  0.05
H  8.541  16.855  11.125  0.10
H  8.355  15.112  11.284  0.12
H  8.426  16.603  8.637  0.08
H  6.905  16.061  9.350  0.06
H  8.048  14.791  8.925  0.08
H  18.655  17.475  10.624  0.13
H  19.158  15.811  9.940  0.12
H  18.044  16.157  12.746  0.09
H  19.750  16.195  12.410  0.08
H  18.801  14.759  12.050  0.05
H  16.788  18.443  11.828  0.13
H  15.048  18.430  11.587  0.10
H  16.863  19.300  9.357  0.09
H  16.402  20.352  10.737  0.08
H  15.127  19.699  9.614  0.09
H  19.066  10.158  9.744  0.12
H  18.931  11.527  10.681  0.12
H  19.267  11.226  7.604  0.10
H  20.616  11.456  8.777  0.06
H  19.636  12.822  8.428  0.05
N  15.594  14.129  7.175  -0.12
C  15.264  15.050  6.033  -0.09
C  14.205  16.071  6.606  -0.65
O  14.013  17.100  6.040  0.10
O  13.585  15.657  7.647  -0.27
H  16.363  14.503  7.771  0.09
H  15.971  13.258  6.836  0.03
H  14.836  14.433  5.180  0.13
H  16.154  15.563  5.698  0.11
S  11.641  13.822  7.005  0.73
C  11.286  12.266  6.372  -0.63
C  10.041  11.832  5.850  -0.04
C  9.921  10.586  5.274  -0.20
C  8.614  10.127  4.882  -0.17
N  7.649  9.519  4.654  0.17
C  11.067  9.797  4.978  -0.18
C  12.312  10.284  5.368  -0.06
C  12.423  11.449  6.098  -0.60
S  14.016  11.886  6.734  0.74
C  10.948  8.530  4.348  -0.19
N  10.868  7.614  3.664  0.17
H  9.174  12.470  5.874  0.12
H  13.156  9.690  5.208  0.10

## Properties
F_max: 3.99 eV/Å
HOMO energy (alpha / beta): -7.34 / -7.34 eV
multiplicity: 1

---

(6)
C11H19NSi | ωB97M-V/def2-TZVPD

Each line ends with the Löwdin charge.
Geometry (Å):
C  2.514  3.388  -1.131  -0.08
C  1.261  3.248  -1.807  -0.10
C  2.746  2.439  -0.108  -0.08
C  0.283  2.430  -1.379  -0.06
C  1.685  1.664  0.390  -0.03
C  0.424  1.642  -0.222  -0.21
C  -0.785  0.555  1.707  -0.07
C  -2.030  0.819  -0.343  -0.09
C  0.557  -3.880  -0.521  -0.20
C  -1.831  -2.909  0.964  -0.21
C  -0.676  0.800  0.216  -0.33
N  0.205  -0.986  -0.359  -0.06
Si  -0.036  -2.395  0.491  0.39
H  3.274  4.090  -1.507  0.10
H  1.032  3.857  -2.772  0.13
H  3.817  2.635  0.238  0.12
H  -0.568  2.385  -1.933  0.08
H  1.929  1.105  1.287  0.11
H  -1.464  1.310  2.074  0.09
H  -1.341  -0.360  1.919  0.04
H  0.131  0.569  2.277  0.08
H  -2.717  1.771  -0.205  0.13
H  -2.635  0.078  0.336  0.11
H  -2.171  0.562  -1.435  0.10
H  0.319  -3.761  -1.483  -0.04
H  1.617  -4.129  -0.491  0.02
H  0.183  -4.773  0.107  0.06
H  -2.269  -2.019  1.538  0.02
H  -2.400  -3.054  0.115  -0.01
H  -1.812  -3.735  1.595  -0.01
H  0.195  -0.961  -1.354  0.02
H  0.566  -2.387  1.797  -0.02

## Properties
F_max: 5.75 eV/Å
HOMO energy: -8.60 eV
multiplicity: 1

---

(7)
C3H8ClN2 | ωB97M-V/def2-TZVPD

Each line ends with the Löwdin charge.
Geometry (Å):
C  0.594  -1.171  1.083  -0.06
C  -0.197  1.647  0.125  0.02
C  0.367  -0.649  -0.354  -0.72
N  -1.595  0.363  -1.290  0.29
N  -0.588  0.452  -0.583  -0.25
Cl  -0.023  -1.870  -1.502  0.80
H  1.007  -2.182  0.994  0.10
H  -0.457  -1.157  1.414  0.11
H  1.195  -0.631  1.696  0.05
H  -0.969  2.397  0.082  0.11
H  0.742  2.004  -0.395  0.14
H  -0.050  1.395  1.241  0.14
H  1.587  -0.109  -0.680  0.24
H  -1.612  -0.489  -1.831  0.04

## Properties
F_max: 6.18 eV/Å
net charge: +1
HOMO energy: -15.78 eV
multiplicity: 1

---

(8)
C8H18N4O3Pt | ωB97M-V/def2-TZVPD

Each line ends with the Löwdin charge.
Geometry (Å):
Pt  0.526  -1.658  -0.794  1.07
N  -1.656  -2.535  -0.534  -0.04
C  -1.710  -2.156  0.888  -0.18
C  -0.320  -2.244  1.521  -0.60
O  -0.118  -1.755  2.617  0.06
N  0.574  -2.951  0.764  -0.16
C  1.857  -3.218  1.317  -0.15
C  2.893  -2.016  1.043  -0.64
O  3.967  -2.129  1.594  0.05
O  2.461  -1.118  0.239  -0.14
H  -2.505  -2.268  -1.015  0.09
H  -1.530  -3.537  -0.620  0.09
H  -2.386  -2.782  1.478  0.12
H  -2.053  -1.124  0.968  0.11
H  2.338  -4.050  0.803  0.11
H  1.829  -3.361  2.396  0.12
C  -1.502  2.412  0.486  -0.04
C  -0.391  2.252  -0.553  -0.64
C  -0.628  3.230  -1.709  -0.05
C  0.955  2.492  0.126  -0.04
N  -0.480  0.845  -0.987  -0.09
N  0.615  0.303  -1.743  -0.10
H  -1.522  3.434  0.863  0.09
H  -1.332  1.734  1.322  0.09
H  -2.478  2.189  0.049  0.08
H  -0.619  4.257  -1.346  0.09
H  -1.603  3.042  -2.162  0.08
H  0.136  3.145  -2.484  0.08
H  0.924  3.430  0.679  0.09
H  1.774  2.559  -0.591  0.08
H  1.153  1.684  0.832  0.10
H  -1.327  0.704  -1.527  0.11
H  1.474  0.512  -1.233  0.06
H  0.684  0.677  -2.688  0.11

## Properties
F_max: 3.53 eV/Å
HOMO energy: -7.89 eV
multiplicity: 1